Model A:
Below is a 2-piece molecular cluster, C2HBrF2O overall, with properties calculated with ωB97M-V with the def2-TZVPD basis set.

Each line ends with the natural charge from an NBO analysis.
Atoms and positions in Å:
C 1.382 -0.417 -0.411  0.729
C -1.478 0.584 1.007  0.221
O 1.723 0.690 -0.208  -0.493
F 2.318 -1.432 -0.618  -0.363
F -1.299 1.653 0.292  -0.308
Br -2.999 -0.280 0.543  0.089
H 0.354 -0.799 -0.606  0.125

The value obtained for the molar mass is 158.93 u. As for the orbital gap: 0.3375 Eh. The HOMO energy comes out at -10.06 eV.


Model B:
Below is one molecule with the formula C2HBrF2O, with properties calculated with ωB97M-V with the def2-TZVPD basis set.

Each line ends with the natural charge from an NBO analysis.
Atoms and positions in Å:
O -0.407 1.438 -0.996  -0.443
C -0.355 0.274 -0.666  0.388
C -1.733 -0.671 -0.363  0.583
F -1.443 -1.511 0.564  -0.309
F -1.980 -1.285 -1.476  -0.308
Br -3.330 0.378 0.229  -0.048
H 0.450 -0.429 -0.547  0.138

The value obtained for the molar mass is 158.93 u. Its SMILES is O=CC(F)(F)Br. As for the orbital gap: 0.3909 Eh. The HOMO energy comes out at -10.61 eV.


Least stable: model A


Model A:
Below is C3H5P as an isolated structure, with properties calculated with ωB97M-V with the def2-TZVPD basis set.

Each line ends with the natural charge from an NBO analysis.
Atoms and positions in Å:
C -0.794 -0.071 1.043  -0.575
C 0.168 0.550 0.226  -0.333
C 0.167 -0.500 -0.903  -0.703
P -1.129 -1.428 0.099  0.630
H -1.161 0.339 1.910  0.213
H 0.264 1.530 -0.188  0.231
H 1.668 0.742 0.811  0.089
H -0.285 -0.169 -1.828  0.217
H 1.103 -0.993 -1.169  0.231

The value obtained for the molar mass is 72.05 u. As for the orbital gap: 0.3175 Eh. The HOMO energy comes out at -8.78 eV.


Model B:
Below is C3H5P as an isolated structure, with properties calculated with ωB97M-V with the def2-TZVPD basis set.

Each line ends with the natural charge from an NBO analysis.
Atoms and positions in Å:
C -1.070 1.142 -0.169  -0.573
C -0.015 0.273 -0.384  -0.151
C -0.633 -1.002 -0.046  -0.680
P -2.307 -0.030 0.133  0.561
H -1.151 2.157 -0.389  0.214
H 0.876 0.315 -0.935  0.211
H 2.061 0.006 0.684  -0.020
H -0.570 -1.661 -0.992  0.217
H -0.455 -1.505 0.810  0.221

The value obtained for the molar mass is 72.05 u. As for the orbital gap (spin up / spin down): 0.2598 / 0.3244 Eh. The HOMO energy (spin up / spin down) comes out at -7.77 / -9.56 eV.


Least stable: model B


Model A:
Below is one molecule with the formula C2H6N2O2S2, with properties calculated with ωB97M-V with the def2-TZVPD basis set.

Each line ends with the natural charge from an NBO analysis.
Atoms and positions in Å:
H 3.309 0.013 0.598  0.357
N 2.425 0.053 1.101  -0.749
C 1.340 -0.261 0.436  0.617
C 1.475 -0.422 -1.172  -0.715
O 0.062 -0.392 0.807  -0.753
S -1.834 -0.380 0.125  1.826
N -2.291 1.196 0.697  -1.002
O -1.725 -0.455 -1.273  -0.835
S -2.831 -1.638 1.097  -0.234
H 2.537 -0.540 -1.265  0.212
H 1.261 0.674 -1.486  0.216
H 0.788 -1.190 -1.527  0.225
H -1.755 1.939 0.313  0.406
H -2.761 1.403 1.551  0.429

The value obtained for the molar mass is 154.22 u. Its SMILES is [H]/N=C(\C)O[S@@](N)(=O)=S. As for the orbital gap: 0.2739 Eh. The HOMO energy comes out at -9.03 eV.


Model B:
Below is one molecule with the formula C2H6N2O2S2, with properties calculated with ωB97M-V with the def2-TZVPD basis set.

Each line ends with the natural charge from an NBO analysis.
Atoms and positions in Å:
N -0.492 -0.889 1.508  -1.212
S -1.289 -0.620 0.249  2.356
O -2.085 -1.616 -0.336  -0.947
O -2.170 0.726 0.373  -0.858
N -0.262 -0.081 -0.998  -0.853
C 0.742 0.890 -0.500  -0.358
C 1.979 0.411 0.065  -0.246
S 2.714 -1.048 0.379  0.051
H -0.470 -1.884 1.948  0.441
H -2.608 0.751 -0.461  0.502
H 0.105 -0.931 -1.432  0.406
H 0.197 1.426 0.271  0.260
H 0.896 1.553 -1.407  0.247
H 2.744 1.312 0.341  0.212

The value obtained for the molar mass is 154.22 u. Its SMILES is N=[S@@](=O)(O)NCC=S. As for the orbital gap: 0.3090 Eh. The HOMO energy comes out at -8.86 eV.


Least stable: model A


Model A:
Below is C33H44BrMoN3OS2Si as an isolated structure, with properties calculated with ωB97M-V with the def2-TZVPD basis set.

Each line ends with the Löwdin charge.
Atoms and positions in Å:
Mo -0.410 -0.788 0.301  1.194
C -2.481 3.241 1.282  -0.005
C -2.159 1.941 0.598  -0.247
N -1.032 1.351 0.826  -0.126
N -0.214 2.095 1.676  -0.076
C 0.877 1.534 2.042  -1.062
S 1.471 -0.037 1.597  0.560
S 1.981 2.377 3.113  0.936
C 0.931 3.735 3.729  -0.400
C 0.167 3.348 4.964  -0.293
C -0.928 2.491 4.885  -0.050
C -1.608 2.116 6.031  -0.070
C -1.207 2.595 7.271  -0.091
C -0.116 3.445 7.358  -0.086
C 0.569 3.815 6.209  -0.052
C -3.177 1.352 -0.302  -0.091
C -4.249 2.125 -0.762  -0.023
C -5.257 1.584 -1.541  -0.069
C -5.235 0.235 -1.865  -0.059
C -4.172 -0.550 -1.457  -0.002
C -3.144 0.017 -0.719  -0.304
O -2.076 -0.766 -0.462  -0.364
H -2.180 3.186 2.326  0.065
H -3.538 3.469 1.236  0.070
H -1.914 4.058 0.833  0.103
H 0.278 4.010 2.904  0.069
H 1.611 4.562 3.930  0.076
H -1.231 2.085 3.928  0.074
H -2.447 1.438 5.953  0.105
H -1.740 2.303 8.166  0.100
H 0.207 3.818 8.320  0.101
H 1.425 4.474 6.281  0.109
H -4.292 3.175 -0.522  0.105
H -6.064 2.215 -1.885  0.106
H -6.034 -0.202 -2.448  0.109
H -4.103 -1.597 -1.719  0.126
Br -1.587 -1.136 2.666  -0.050
C 0.369 2.221 -1.781  -0.204
Si 0.864 0.399 -1.757  0.715
C 2.801 0.366 -1.706  -0.637
C 3.346 1.533 -0.867  -0.113
C 3.316 -0.959 -1.142  -0.122
C 3.418 0.546 -3.101  -0.106
C 0.248 -0.362 -3.441  -0.627
C -1.275 -0.510 -3.463  -0.111
C 0.847 -1.759 -3.642  -0.096
C 0.608 0.516 -4.649  -0.096
H 0.898 2.736 -2.585  0.034
H 0.621 2.718 -0.845  0.018
H -0.701 2.348 -1.950  0.024
H 2.989 1.536 0.159  0.018
H 3.094 2.494 -1.317  0.076
H 4.437 1.465 -0.836  0.087
H 2.985 -1.108 -0.118  -0.010
H 4.411 -0.970 -1.145  0.090
H 2.974 -1.814 -1.728  0.071
H 3.033 1.423 -3.621  0.075
H 3.273 -0.327 -3.737  0.061
H 4.497 0.685 -2.986  0.087
H -1.605 -1.296 -2.792  0.042
H -1.595 -0.797 -4.470  0.088
H -1.799 0.414 -3.207  0.079
H 0.659 -2.402 -2.780  0.047
H 1.924 -1.721 -3.796  0.059
H 0.407 -2.239 -4.522  0.092
H 0.282 1.549 -4.520  0.076
H 0.090 0.123 -5.529  0.083
H 1.670 0.521 -4.877  0.054
C 2.231 -3.319 1.905  -0.055
C 1.696 -4.151 0.776  -0.199
C 2.167 -5.438 0.571  -0.044
C 1.633 -6.251 -0.419  -0.066
C 0.580 -5.798 -1.193  -0.047
C 0.068 -4.519 -1.021  -0.208
C -1.134 -4.089 -1.820  -0.041
C 0.672 -3.685 -0.066  -0.245
N 0.198 -2.388 0.044  -0.169
H 2.765 -3.953 2.611  0.083
H 1.425 -2.811 2.438  0.048
H 2.928 -2.555 1.556  0.055
H 2.956 -5.812 1.210  0.112
H 2.025 -7.248 -0.568  0.105
H 0.130 -6.447 -1.935  0.115
H -1.940 -4.808 -1.670  0.090
H -0.909 -4.067 -2.888  0.083
H -1.498 -3.107 -1.523  0.040

The value obtained for the molar mass is 766.80 u. As for the orbital gap: 0.2291 Eh. The HOMO energy comes out at -7.71 eV.


Model B:
Below is C33H44BrMoN3OS2Si as an isolated structure, with properties calculated with ωB97M-V with the def2-TZVPD basis set.

Each line ends with the Löwdin charge.
Atoms and positions in Å:
Mo -0.473 -1.085 0.290  1.211
C 0.347 2.928 2.163  0.009
C 0.309 1.460 1.867  -0.264
N -0.208 1.042 0.762  -0.130
N -0.802 2.047 -0.016  -0.036
C -1.988 1.717 -0.397  -1.074
S -2.743 0.178 -0.101  0.600
S -2.852 2.997 -1.279  0.902
C -4.317 3.048 -0.185  -0.427
C -4.016 3.740 1.119  -0.299
C -3.850 5.123 1.182  -0.054
C -3.514 5.739 2.377  -0.085
C -3.333 4.978 3.530  -0.099
C -3.491 3.601 3.475  -0.090
C -3.829 2.985 2.273  -0.052
C 0.669 0.496 2.913  -0.135
C 1.672 0.739 3.857  -0.040
C 1.830 -0.086 4.949  -0.082
C 0.933 -1.142 5.143  -0.067
C -0.083 -1.389 4.241  -0.006
C -0.191 -0.609 3.087  -0.340
O -1.126 -0.876 2.172  -0.351
H -0.676 3.292 2.288  0.087
H 0.768 3.478 1.321  0.093
H 0.905 3.126 3.076  0.078
H -4.619 2.018 -0.015  0.035
H -5.089 3.550 -0.766  0.080
H -3.971 5.716 0.281  0.113
H -3.384 6.815 2.412  0.101
H -3.072 5.461 4.465  0.099
H -3.349 3.001 4.367  0.103
H -3.942 1.906 2.226  0.101
H 2.353 1.572 3.710  0.114
H 2.626 0.096 5.662  0.103
H 1.036 -1.779 6.013  0.107
H -0.785 -2.201 4.380  0.122
Br -1.355 -3.344 0.323  0.279
C -1.100 0.771 -3.115  -0.241
Si -0.438 -0.847 -2.419  0.660
C -1.600 -2.149 -3.278  -0.643
C -1.849 -1.751 -4.744  -0.105
C -2.989 -2.165 -2.623  -0.162
C -0.997 -3.564 -3.260  -0.126
C 1.358 -0.902 -3.132  -0.642
C 2.198 -2.024 -2.500  -0.101
C 1.421 -1.103 -4.652  -0.105
C 2.004 0.457 -2.823  -0.110
H -0.893 0.795 -4.190  0.040
H -0.630 1.650 -2.664  0.014
H -2.181 0.860 -2.974  0.003
H -2.457 -0.845 -4.816  0.079
H -2.408 -2.564 -5.224  0.089
H -0.940 -1.597 -5.319  0.051
H -3.402 -1.158 -2.525  0.041
H -2.994 -2.626 -1.637  -0.010
H -3.673 -2.747 -3.258  0.087
H -0.189 -3.656 -3.993  0.068
H -1.767 -4.303 -3.525  0.087
H -0.596 -3.846 -2.285  0.005
H 1.720 -3.003 -2.619  0.070
H 2.365 -1.863 -1.439  0.034
H 3.183 -2.077 -2.983  0.088
H 1.115 -2.108 -4.952  0.069
H 2.462 -0.969 -4.976  0.087
H 0.814 -0.375 -5.196  0.071
H 1.794 0.803 -1.807  0.035
H 1.636 1.229 -3.505  0.081
H 3.095 0.393 -2.942  0.091
C 3.163 0.927 0.382  -0.035
C 3.495 -0.448 0.898  -0.197
C 4.790 -0.710 1.325  -0.045
C 5.142 -1.950 1.827  -0.062
C 4.189 -2.956 1.916  -0.041
C 2.887 -2.748 1.493  -0.201
C 1.873 -3.851 1.577  -0.066
C 2.545 -1.484 0.969  -0.243
N 1.224 -1.302 0.532  -0.145
H 3.886 1.238 -0.373  0.093
H 3.203 1.656 1.198  0.087
H 2.176 0.968 -0.052  0.025
H 5.531 0.080 1.259  0.118
H 6.160 -2.137 2.150  0.107
H 4.458 -3.924 2.322  0.112
H 2.284 -4.704 2.117  0.082
H 1.573 -4.184 0.582  0.063
H 0.970 -3.521 2.089  0.034

The value obtained for the molar mass is 766.80 u. As for the orbital gap (spin up / spin down): 0.2209 / 0.2209 Eh. The HOMO energy (spin up / spin down) comes out at -7.94 / -7.94 eV.


Least stable: model B


Model A:
Below is one molecule with the formula C2H9BN2O2, with properties calculated with ωB97M-V with the def2-TZVPD basis set.

Each line ends with the natural charge from an NBO analysis.
Atoms and positions in Å:
C 2.042 0.540 -0.017  -0.409
N 0.773 0.067 -0.419  -0.274
N 0.621 -1.335 -0.509  -0.669
C -0.435 0.554 0.209  -0.548
B -1.880 -0.119 -0.025  1.118
O -2.701 0.625 -0.823  -0.882
O -2.310 -1.218 0.535  -0.900
H 2.044 1.619 -0.008  0.205
H 2.097 0.180 1.048  0.148
H 2.779 0.124 -0.694  0.201
H 1.186 -1.577 -1.364  0.341
H 0.967 -1.899 0.198  0.323
H -0.544 1.588 0.095  0.208
H -0.299 0.459 1.277  0.161
H -3.578 0.491 -0.605  0.469
H -3.161 -1.674 0.424  0.507

The value obtained for the molar mass is 103.92 u. Its SMILES is CN(N)CB(O)O. As for the orbital gap: 0.3090 Eh. The HOMO energy comes out at -8.00 eV.


Model B:
Below is a 2-piece molecular cluster, C2H9BN2O2 overall, with properties calculated with ωB97M-V with the def2-TZVPD basis set.

Each line ends with the natural charge from an NBO analysis.
Atoms and positions in Å:
B -1.626 -0.020 -0.136  1.061
C 2.208 0.635 -0.269  -0.416
C -0.187 0.600 -0.249  -0.378
N 1.070 -1.395 0.154  -0.655
N 0.974 -0.105 -0.414  -0.268
O -2.658 0.839 -0.319  -0.886
O -1.803 -1.339 0.174  -0.906
H 3.033 -0.069 -0.343  0.222
H 2.283 1.365 -1.074  0.200
H 2.253 1.154 0.700  0.181
H -0.142 1.580 -0.703  0.230
H -0.397 1.127 1.316  -0.062
H 0.953 -1.337 1.170  0.330
H 0.289 -1.939 -0.197  0.371
H -3.542 0.519 -0.129  0.486
H -2.708 -1.616 0.319  0.489

The value obtained for the molar mass is 103.92 u. As for the orbital gap: 0.3057 Eh. The HOMO energy comes out at -8.13 eV.


Least stable: model B


Model A:
Below is a 2-piece molecular cluster, C8H10S2 overall, with properties calculated with ωB97M-V with the def2-TZVPD basis set.

Each line ends with the natural charge from an NBO analysis.
Atoms and positions in Å:
S -3.919 -1.105 -0.792  0.072
C -2.365 -1.090 -0.340  -0.288
C -1.863 -0.208 0.783  -0.336
C -1.130 1.022 0.329  -0.414
C -2.467 1.184 0.954  -0.412
H -1.811 -1.843 -0.946  0.224
H -1.508 -0.745 1.658  0.244
H -1.074 1.012 -0.712  0.210
H -0.196 1.542 0.781  0.237
H -2.576 1.718 1.959  0.234
H -3.303 1.363 0.285  0.230
C 3.509 -0.161 -0.806  -0.265
C 2.140 -0.198 -1.371  -0.228
C 1.145 -0.733 -0.422  -0.489
S 1.742 -0.841 1.053  0.514
C 3.318 -0.387 0.491  -0.405
H 4.314 0.361 -1.237  0.233
H 1.936 -0.116 -2.399  0.208
H 0.178 -0.706 -0.559  0.211
H 3.929 -0.072 1.294  0.219

The value obtained for the molar mass is 170.30 u. Its SMILES is S=CC1CC1.c1ccsc1. As for the orbital gap: 0.3049 Eh. The HOMO energy comes out at -8.62 eV.


Model B:
Below is a 2-piece molecular cluster, C8H10S2 overall, with properties calculated with ωB97M-V with the def2-TZVPD basis set.

Each line ends with the natural charge from an NBO analysis.
Atoms and positions in Å:
S 0.592 -2.337 1.331  0.053
C -0.406 -1.048 0.679  -0.132
C -0.030 -0.305 -0.444  -0.266
C -1.052 0.449 -1.148  -0.215
C -2.374 0.493 -0.655  -0.197
C -2.731 0.004 0.629  -0.340
S -1.925 0.711 2.127  0.083
C -1.729 -0.911 1.247  -0.329
H 1.209 -2.510 0.072  0.145
H 0.957 -0.622 -0.811  0.231
H -1.037 0.655 -2.215  0.223
H -3.061 1.002 -1.479  0.231
H -3.789 -0.171 0.851  0.254
H -2.144 -1.820 1.859  0.257
C 3.398 0.673 -0.528  -0.392
C 2.478 1.517 -0.080  -0.382
H 3.849 0.789 -1.480  0.187
H 3.856 -0.073 0.122  0.190
H 2.187 2.265 -0.774  0.187
H 1.751 1.237 0.697  0.213

The value obtained for the molar mass is 170.30 u. Its SMILES is SC1=CC=C[C@@H]2S[C@H]12.C=C. As for the orbital gap: 0.2951 Eh. The HOMO energy comes out at -7.95 eV.


Least stable: model A


Model A:
Below is C6H5N3 as an isolated structure, with properties calculated with ωB97M-V with the def2-TZVPD basis set.

Each line ends with the natural charge from an NBO analysis.
Atoms and positions in Å:
C -0.711 2.169 0.077  0.236
C 0.505 0.619 -0.470  0.041
C 1.410 -0.302 -1.111  0.051
C 0.478 -2.109 -0.101  0.037
C -0.515 -1.320 0.550  -0.274
C -0.439 0.018 0.358  0.093
H -1.042 3.170 0.413  0.193
H 2.228 -0.044 -1.778  0.202
H 0.518 -3.214 -0.033  0.196
H -1.310 -1.695 1.217  0.223
H -1.601 1.208 1.652  0.415
N 0.397 1.988 -0.608  -0.422
N 1.402 -1.591 -0.830  -0.432
N -1.320 1.102 0.663  -0.561

The value obtained for the molar mass is 119.13 u. As for the orbital gap: 0.3510 Eh. The HOMO energy comes out at -8.84 eV.


Model B:
Below is one molecule with the formula C6H5N3, with properties calculated with ωB97M-V with the def2-TZVPD basis set.

Each line ends with the natural charge from an NBO analysis.
Atoms and positions in Å:
C -0.006 2.574 -0.098  -0.188
C 0.177 1.400 -0.142  -0.032
C 0.327 -0.056 0.079  -0.069
C 1.772 -0.462 0.132  0.290
N 2.846 -0.835 -0.030  -0.280
C -0.422 -0.669 -1.134  -0.444
C -1.813 -0.636 -0.603  0.021
N -1.816 -0.602 0.685  -0.213
N -0.509 -0.560 1.203  -0.431
H -0.037 3.638 0.050  0.248
H -0.364 -0.212 -2.096  0.244
H -0.074 -1.681 -1.288  0.237
H -2.750 -0.707 -1.168  0.220
H -0.633 0.027 2.086  0.397

The value obtained for the molar mass is 119.13 u. Its SMILES is C#C[C@]1(C#N)CC=NN1. As for the orbital gap: 0.3838 Eh. The HOMO energy comes out at -9.67 eV.


Least stable: model B